# 1
Computed, not measured: a structure of composition C11H14BN7SeZn at a distorted geometry, with the ωB97M-V functional and the def2-TZVPD basis.

Atoms and positions in Å:
H  -1.977  -0.598  2.528
N  -0.599  -1.117  0.994
B  1.657  -1.185  -0.338
N  0.777  -1.258  0.944
C  1.238  -1.336  2.195
Zn  -1.866  -2.109  -0.142
H  2.309  -1.499  2.326
C  0.169  -1.143  3.075
H  0.203  -1.124  4.138
C  -0.967  -0.931  2.283
H  2.659  -1.880  -0.180
C  -2.668  2.676  0.148
H  -3.154  1.734  0.487
H  -2.364  2.611  -0.916
H  -1.790  2.833  0.792
N  2.328  0.246  -0.510
N  0.805  -1.873  -1.459
N  1.660  1.357  -0.939
N  -0.586  -1.851  -1.635
C  3.646  0.559  -0.288
C  1.357  -2.515  -2.507
H  4.363  -0.197  0.027
H  2.457  -2.707  -2.477
C  3.828  1.909  -0.573
C  0.356  -2.766  -3.437
C  2.563  2.369  -0.971
C  -0.821  -2.196  -2.924
H  4.721  2.515  -0.503
H  0.465  -3.263  -4.387
H  2.357  3.379  -1.320
H  -1.734  -1.877  -3.438
H  -3.383  3.435  0.267
Se  -7.180  1.541  2.895
C  -5.836  2.715  2.917
N  -4.998  3.546  2.929

The value obtained for the energy above the lowest of the compared OMol25 structures with the same formula, charge and spin is 3.549 eV. The frontier orbital gap (alpha / beta) comes out at 0.2848 / 0.1470 Eh. Its LUMO energy (alpha / beta) is -0.029 / -0.128 Eh. As for the molar mass: 399.4 g mol⁻¹. The calculation puts the total energy at -136502.671 eV.

***

# 2
Computed, not measured: a cluster of 40 separate species, H80O40 in total at a distorted geometry, with the ωB97M-V functional and the def2-TZVPD basis.

Atoms and positions in Å:
H  -3.460  0.140  -2.364
H  -2.011  0.093  -2.793
O  -2.558  0.275  -2.031
H  3.040  5.616  1.496
H  4.344  4.885  1.089
O  3.500  4.771  1.536
H  -1.762  -1.942  -4.552
H  -1.178  -0.646  -4.145
O  -0.960  -1.404  -4.716
H  -4.276  -5.301  -1.645
H  -3.109  -5.404  -2.450
O  -3.953  -4.844  -2.427
H  3.068  -3.037  -4.952
H  1.657  -3.202  -5.644
O  2.382  -3.677  -5.099
H  2.016  2.368  3.079
O  2.544  1.706  2.621
H  -2.838  -0.384  0.868
O  -3.434  -0.975  1.317
H  3.099  0.667  6.068
H  4.178  0.937  4.851
O  3.797  0.308  5.481
H  -4.204  2.134  3.192
H  -3.576  3.177  3.897
O  -3.384  2.236  3.692
H  -5.949  -0.325  -0.913
H  -6.826  -0.326  0.473
O  -6.296  0.137  -0.179
H  2.949  -0.723  -0.089
H  2.282  -1.638  -1.095
O  2.654  -0.712  -1.015
H  -2.043  2.668  -1.255
O  -1.418  3.368  -1.206
H  1.406  4.467  1.133
H  0.120  3.698  0.938
O  0.485  4.646  0.952
H  4.983  0.539  2.345
H  4.396  1.679  1.471
O  4.644  0.751  1.449
H  1.618  4.546  -3.572
H  2.310  3.388  -3.076
O  2.390  3.972  -3.809
H  -1.115  3.700  -3.080
H  -0.812  5.185  -3.729
O  -0.488  4.437  -3.278
H  -0.603  -5.717  3.522
H  -1.629  -4.473  3.548
O  -1.279  -5.212  3.067
H  -1.063  -1.001  3.994
H  -2.335  -1.575  4.425
O  -1.552  -1.231  4.766
H  -0.303  -0.871  1.164
O  -0.925  -0.199  0.836
H  -3.727  -3.549  4.175
H  -3.156  -3.029  5.509
O  -3.027  -3.714  4.874
H  3.842  -5.857  0.541
O  3.716  -4.956  0.325
H  0.375  3.137  -4.462
H  0.681  1.630  -4.482
O  0.306  2.369  -5.001
H  -1.278  1.932  2.628
H  -0.230  1.680  3.673
O  -0.452  2.288  2.971
H  -0.289  -4.984  -0.006
H  0.778  -4.191  0.632
O  0.654  -4.854  -0.022
H  2.381  -2.346  -2.960
H  1.477  -3.481  -2.730
O  2.333  -3.060  -2.262
H  -4.286  -1.187  -5.383
H  -3.284  -0.242  -5.910
O  -4.063  -0.225  -5.349
H  3.908  3.605  -1.634
H  3.407  4.205  -0.489
O  3.776  4.515  -1.311
H  -0.992  6.686  0.367
H  -1.018  5.391  -0.100
O  -1.666  6.120  -0.056
H  -2.882  5.256  -1.027
H  -4.381  4.886  -1.152
O  -3.561  4.968  -1.639
H  5.795  1.489  -0.741
H  6.083  2.905  -1.343
O  5.388  2.296  -1.109
H  -4.609  -3.041  -2.955
H  -5.668  -2.029  -2.805
O  -4.700  -2.096  -2.925
H  2.309  -2.488  3.131
O  1.544  -2.976  2.673
H  1.694  1.217  -1.186
H  1.135  2.629  -1.079
O  1.823  2.116  -1.454
H  -0.636  0.473  1.417
H  2.710  0.907  3.171
H  3.362  -4.595  -0.484
H  -4.345  -0.794  0.826
H  -1.845  4.132  -1.766
H  1.029  -3.505  3.337
O  1.721  -1.563  5.014
H  2.230  -1.142  5.690
H  0.825  -1.481  5.209
O  1.904  -6.470  1.380
H  2.108  -5.646  0.825
H  1.013  -6.782  1.329
O  -3.927  -1.188  3.947
H  -4.338  -0.350  3.920
H  -3.667  -1.282  2.975
O  1.040  4.550  4.328
H  1.063  5.055  3.524
H  0.418  3.920  3.981
O  -1.298  -5.119  -4.096
H  -0.531  -4.624  -4.406
H  -1.758  -4.633  -3.441
O  5.937  -0.004  -2.763
H  6.171  -0.837  -2.317
H  5.320  0.435  -2.218
O  -1.064  -1.599  -1.461
H  -0.904  -0.624  -1.408
H  -1.196  -1.921  -0.597

The value obtained for the energy above the lowest of the compared OMol25 structures with the same formula, charge and spin is 10.018 eV. The frontier orbital gap comes out at 0.3255 Eh. Its LUMO energy is -0.028 Eh. As for the molar mass: 720.6 g mol⁻¹. The calculation puts the total energy at -83195.798 eV.

***

# 3
Computed, not measured: a cluster of 2 separate species, C4H8O2 in total at a distorted geometry, with the ωB97M-V functional and the def2-TZVPD basis.

Atoms and positions in Å:
C  2.282  0.036  -0.127
O  1.304  0.021  -1.107
C  0.016  0.122  -0.711
C  -2.084  -0.841  0.500
C  -0.440  1.142  0.032
O  -1.578  1.042  0.685
H  3.199  -0.259  -0.621
H  2.427  1.022  0.294
H  2.077  -0.643  0.693
H  -0.645  -0.311  -1.444
H  -2.053  -1.518  -0.391
H  -1.520  -1.296  1.324
H  -3.037  -0.392  0.707
H  0.150  2.065  0.088

The value obtained for the energy above the lowest of the compared OMol25 structures with the same formula, charge and spin is 5.622 eV. The frontier orbital gap comes out at 0.2720 Eh. Its LUMO energy is -0.004 Eh. As for the molar mass: 88.1 g mol⁻¹. The calculation puts the total energy at -8367.660 eV.

***

# 4
Computed, not measured: the molecule C8H9F3O2S at a distorted geometry, with the ωB97M-V functional and the def2-TZVPD basis.

Atoms and positions in Å:
C  2.876  0.877  -0.592
S  1.725  -0.546  -0.867
O  1.908  -1.007  -2.182
O  1.906  -1.565  0.150
C  0.003  0.240  -0.684
C  -0.948  -0.417  -1.609
C  -1.922  -1.236  -1.176
C  -2.222  -1.444  0.269
C  -1.515  -0.917  1.270
C  -0.389  0.035  1.003
C  -0.795  1.363  1.668
F  -0.275  2.430  1.021
F  -2.136  1.466  1.699
F  -0.402  1.365  2.898
H  2.442  1.342  0.420
H  3.852  0.409  -0.412
H  2.838  1.684  -1.377
H  0.343  1.386  -0.871
H  -0.833  -0.111  -2.633
H  -2.339  -1.818  -2.046
H  -3.145  -2.027  0.521
H  -1.554  -1.058  2.335
H  0.584  -0.453  1.194

The value obtained for the energy above the lowest of the compared OMol25 structures with the same formula, charge and spin is 0.000 eV. The frontier orbital gap comes out at 0.3412 Eh. Its LUMO energy is 0.008 Eh. As for the molar mass: 226.2 g mol⁻¹. The calculation puts the total energy at -31521.854 eV.

***

# 5
Computed, not measured: a cluster of 5 separate species, H10O4S2 in total, with the ωB97M-V functional and the def2-TZVPD basis.

Atoms and positions in Å:
S  -0.713  -1.514  -2.172
S  -1.076  -2.654  -0.494
H  0.589  -1.817  -2.227
H  -0.865  -1.740  0.460
O  0.822  4.059  -0.852
H  0.754  3.803  0.082
H  0.588  3.218  -1.262
O  -0.387  0.675  1.042
H  0.025  1.227  0.373
H  -1.334  0.827  0.980
O  0.279  -1.753  2.514
H  -0.038  -1.964  3.402
H  -0.062  -0.861  2.368
O  2.164  4.002  1.599
H  2.833  4.575  1.202
H  2.713  3.488  2.203

The value obtained for the energy above the lowest of the compared OMol25 structures with the same formula, charge and spin is 0.554 eV. The frontier orbital gap comes out at 0.3528 Eh. Its LUMO energy is 0.008 Eh. As for the molar mass: 138.2 g mol⁻¹. The calculation puts the total energy at -30022.594 eV.

***

# 6
Computed, not measured: a structure of composition B2BrH6KNO2P at a distorted geometry, with the ωB97M-V functional and the def2-TZVPD basis.

Atoms and positions in Å:
N  1.462  0.548  1.110
B  1.222  -0.302  -0.137
O  1.908  -0.103  -1.447
B  0.079  -1.531  -0.106
P  -1.624  -0.620  -0.384
O  -1.308  1.107  -0.474
Br  -2.991  -0.875  1.412
H  1.087  1.504  0.838
H  0.817  0.252  1.896
H  1.186  0.343  -2.015
H  0.323  -2.300  -0.983
H  0.099  -2.119  0.936
H  -1.768  1.521  -1.270
K  -0.491  2.573  0.623

The frontier orbital gap comes out at 0.2198 Eh. Its LUMO energy is -0.046 Eh. As for the molar mass: 223.7 g mol⁻¹. The calculation puts the total energy at -102691.105 eV.

***

# 7
Computed, not measured: a cluster of 13 separate species, H26O13 in total, with the ωB97M-V functional and the def2-TZVPD basis.

Atoms and positions in Å:
O  2.126  -2.075  1.029
H  2.071  -1.546  1.838
H  1.404  -2.705  1.111
O  1.308  -1.629  -2.414
H  1.001  -2.318  -1.808
H  0.589  -1.522  -3.042
O  0.704  0.256  -0.062
H  -0.132  0.386  -0.521
H  1.099  -0.521  -0.491
O  -2.409  1.629  -2.141
H  -1.749  2.242  -2.491
H  -3.257  2.037  -2.346
O  -0.185  -3.386  -0.197
H  -0.782  -4.033  0.191
H  -0.497  -2.532  0.141
O  -1.831  -0.925  -1.485
H  -2.194  -0.118  -1.888
H  -2.144  -1.649  -2.037
O  -0.501  2.698  1.148
H  -1.445  2.865  1.064
H  -0.425  1.741  1.204
O  1.454  2.736  -1.636
H  1.945  2.737  -2.462
H  1.555  1.834  -1.297
O  -3.192  1.216  0.819
H  -4.100  1.525  0.750
H  -2.859  1.220  -0.092
O  0.472  -1.112  3.017
H  0.511  -0.227  3.389
H  -0.327  -1.112  2.451
O  -1.854  -1.333  1.698
H  -2.295  -0.542  1.354
H  -2.518  -2.026  1.649
O  2.530  0.987  1.858
H  1.975  0.595  1.153
H  1.908  1.441  2.432
O  3.885  0.720  -0.786
H  3.758  1.040  0.116
H  4.400  1.409  -1.216

The value obtained for the energy above the lowest of the compared OMol25 structures with the same formula, charge and spin is 1.376 eV. The frontier orbital gap comes out at 0.3502 Eh. Its LUMO energy is -0.020 Eh. As for the molar mass: 234.2 g mol⁻¹. The calculation puts the total energy at -27040.571 eV.